[1]
{
  "formula": "C43H30Cl5MoN7O",
  "method": "ωB97M-V with the def2-TZVPD basis set",
  "relative_energy_kcal_mol": 0.00,
  "energy_ha": -4484.4277,
  "multiplicity": 3,
  "symbols": ["Mo", "C", "C", "N", "C", "C", "C", "C", "C", "C", "C", "N", "C", "C", "C", "C", "C", "C", "C", "C", "N", "C", "H", "H", "H", "H", "H", "H", "H", "H", "H", "H", "H", "H", "Cl", "C", "C", "C", "Cl", "C", "Cl", "C", "Cl", "C", "Cl", "C", "C", "C", "C", "C", "N", "C", "O", "N", "C", "C", "C", "C", "N", "C", "C", "C", "H", "H", "H", "H", "H", "H", "H", "H", "H", "H", "H", "H", "H", "N", "C", "C", "C", "C", "C", "C", "H", "H", "H", "H", "H"],
  "xyz": [[0.5575, -1.0814, 0.3802], [-2.4069, -0.2902, 3.5845], [-1.1573, -0.5681, 3.0012], [-1.0389, -1.2834, 1.9056], [-2.1613, -1.8236, 1.3370], [-3.4483, -1.5430, 1.8139], [-3.5423, -0.7443, 2.9775], [-4.5622, -2.0516, 1.1004], [-4.3577, -2.8047, -0.0188], [-3.0570, -3.1111, -0.4816], [-1.9515, -2.6428, 0.1866], [-0.6068, -2.7893, -0.1509], [-0.0141, -4.0057, -0.3495], [-0.5856, -5.2062, -0.7400], [0.2038, -6.3606, -0.8964], [1.5531, -6.3634, -0.6736], [2.1743, -5.1744, -0.2282], [3.5491, -5.0687, 0.0833], [4.0542, -3.8925, 0.5594], [3.1925, -2.7985, 0.7411], [1.9102, -2.8582, 0.4447], [1.3897, -4.0191, -0.0524], [-2.4482, 0.3187, 4.4763], [-0.2409, -0.1564, 3.4051], [-4.5199, -0.4963, 3.3736], [-5.5626, -1.8194, 1.4428], [-5.2075, -3.1679, -0.5824], [-2.9354, -3.6692, -1.3982], [-1.6451, -5.2655, -0.9315], [-0.2832, -7.2734, -1.2170], [2.1474, -7.2560, -0.8179], [4.1884, -5.9331, -0.0519], [5.0997, -3.7879, 0.8129], [3.5496, -1.8589, 1.1427], [-1.2151, -1.0047, -2.6674], [-1.8389, 0.0044, -1.3815], [-0.9843, 0.3845, -0.3455], [-1.5025, 1.3881, 0.4841], [-0.4587, 2.1817, 1.6246], [-2.8367, 1.7921, 0.4503], [-3.4513, 2.9369, 1.5804], [-3.6913, 1.2475, -0.5055], [-5.3567, 1.6815, -0.5322], [-3.1769, 0.3841, -1.4657], [-4.1985, -0.2181, -2.7145], [-3.6697, 6.5462, -0.6846], [-2.5055, 5.7045, -1.1309], [-2.7057, 4.4265, -1.6424], [-1.6401, 3.6475, -2.0554], [-0.3377, 4.1292, -1.9584], [0.7030, 3.2511, -2.3411], [1.9779, 3.5999, -2.6772], [2.4027, 4.7343, -2.7437], [2.8271, 2.5316, -2.9738], [2.6146, 1.1616, -2.7827], [2.9799, 0.2348, -3.7541], [2.7523, -1.1086, -3.5212], [2.1276, -1.4927, -2.3495], [1.7832, -0.6080, -1.4113], [2.0525, 0.6854, -1.6053], [-0.1159, 5.4048, -1.4554], [-1.2002, 6.1704, -1.0509], [-4.4169, 5.9386, -0.1724], [-4.1607, 7.0225, -1.5363], [-3.3478, 7.3344, -0.0044], [-3.7111, 4.0254, -1.7145], [-1.8159, 2.6499, -2.4453], [0.4170, 2.2951, -2.4829], [3.6948, 2.8369, -3.3829], [3.4243, 0.5739, -4.6815], [3.0213, -1.8552, -4.2548], [1.8790, -2.5278, -2.1562], [1.7850, 1.3536, -0.7969], [0.8879, 5.7908, -1.3817], [-1.0154, 7.1610, -0.6512], [1.6237, -0.1982, 1.5385], [2.4735, 0.0734, 2.5462], [2.6872, -0.8407, 3.6045], [3.5661, -0.5403, 4.6301], [4.2538, 0.6677, 4.6541], [4.0410, 1.5816, 3.6247], [3.1718, 1.3022, 2.5886], [2.1484, -1.7817, 3.5929], [3.7133, -1.2602, 5.4267], [4.9381, 0.8959, 5.4598], [4.5636, 2.5308, 3.6324], [3.0060, 2.0202, 1.7946]],
  "forces_ev_per_angstrom": [[0.08, 0.06, -0.03], [0.02, 0.00, 0.03], [0.02, -0.01, 0.01], [-0.03, -0.02, 0.03], [0.00, -0.03, 0.01], [0.03, -0.02, 0.01], [-0.02, -0.01, -0.01], [-0.02, 0.03, 0.03], [0.01, -0.03, -0.03], [0.01, 0.00, 0.06], [0.06, -0.04, -0.04], [-0.08, -0.01, 0.06], [0.01, 0.00, -0.02], [0.04, 0.09, 0.03], [-0.02, -0.04, -0.01], [0.02, -0.01, -0.01], [-0.01, 0.06, 0.03], [-0.01, -0.03, -0.02], [0.03, 0.02, 0.01], [-0.02, 0.00, -0.01], [0.03, 0.00, 0.05], [-0.03, -0.02, -0.02], [0.00, 0.00, 0.00], [-0.01, -0.01, 0.00], [0.00, 0.00, 0.00], [0.00, 0.00, 0.00], [0.00, -0.01, 0.00], [-0.02, -0.01, -0.02], [-0.02, -0.02, -0.01], [0.00, 0.00, 0.00], [0.00, 0.00, 0.01], [0.00, 0.00, 0.00], [0.00, 0.00, 0.01], [0.00, 0.00, -0.01], [0.00, 0.01, -0.01], [0.06, 0.01, -0.02], [-0.08, 0.09, 0.03], [-0.05, -0.03, -0.01], [0.00, 0.05, -0.04], [0.05, -0.02, 0.01], [0.01, 0.03, -0.02], [-0.01, 0.03, 0.02], [0.00, 0.00, 0.00], [-0.01, -0.01, -0.03], [-0.01, 0.02, -0.01], [-0.01, 0.00, -0.01], [-0.04, -0.02, 0.03], [0.01, -0.03, -0.04], [0.03, 0.04, -0.01], [-0.03, 0.00, -0.01], [-0.02, -0.01, -0.03], [0.04, 0.04, 0.10], [-0.01, -0.01, -0.04], [-0.01, -0.02, -0.01], [-0.01, 0.02, -0.02], [0.01, 0.01, 0.00], [0.00, -0.02, -0.01], [0.00, -0.01, 0.01], [-0.03, -0.05, -0.04], [-0.01, 0.00, 0.03], [0.00, -0.03, 0.01], [0.03, 0.04, 0.01], [0.00, 0.00, 0.00], [0.00, 0.00, 0.00], [0.00, 0.00, 0.00], [0.00, 0.02, 0.01], [0.00, 0.01, -0.01], [0.01, -0.01, 0.00], [0.00, 0.00, -0.02], [0.00, 0.00, 0.00], [0.00, 0.00, 0.00], [0.00, 0.00, 0.00], [0.01, 0.00, 0.00], [0.00, 0.00, 0.00], [0.00, 0.00, 0.00], [0.14, -0.06, -0.11], [-0.12, 0.00, 0.07], [0.02, 0.00, 0.00], [-0.01, 0.00, 0.00], [0.00, 0.00, 0.00], [0.00, 0.00, 0.00], [0.00, 0.01, 0.01], [0.00, 0.00, 0.00], [0.00, 0.00, 0.00], [0.00, 0.00, 0.00], [0.00, 0.00, 0.00], [0.00, 0.00, 0.00]],
  "lowdin_charge": [1.5354, -0.0370, -0.1370, -0.0082, -0.1634, -0.1523, 0.0057, -0.0358, -0.0727, -0.0303, -0.2524, -0.1013, -0.2257, -0.0079, -0.0796, -0.0561, -0.1619, -0.0009, -0.0355, -0.1103, -0.0160, -0.1677, 0.1133, 0.0949, 0.1245, 0.1147, 0.1087, 0.1066, 0.0896, 0.1057, 0.1075, 0.1197, 0.1089, 0.1029, 0.6982, -0.7066, -0.2923, -0.7004, 0.7152, -0.7284, 0.6952, -0.7303, 0.6891, -0.7303, 0.6903, -0.0510, -0.2821, -0.0526, -0.0221, -0.2132, 0.1510, -0.5140, 0.0737, 0.1327, -0.2179, 0.0157, -0.0357, -0.1421, -0.0726, -0.0745, -0.0037, -0.0347, 0.0719, 0.0816, 0.0746, 0.1043, 0.1099, 0.1231, 0.1517, 0.1235, 0.1135, 0.1085, 0.1086, 0.1039, 0.1124, -0.1997, -0.4265, -0.0771, -0.1128, -0.1231, -0.1099, -0.0599, 0.0992, 0.0973, 0.0900, 0.0983, 0.0939]
}

***

[2]
{
  "formula": "C25H21CoN5O2S3",
  "method": "ωB97M-V with the def2-TZVPD basis set",
  "relative_energy_kcal_mol": 4.26,
  "energy_ha": -3966.6987,
  "total_charge": 1,
  "multiplicity": 5,
  "symbols": ["Co", "C", "O", "C", "C", "C", "C", "C", "C", "N", "N", "C", "C", "O", "C", "C", "C", "C", "C", "C", "C", "C", "H", "H", "H", "H", "H", "H", "H", "H", "H", "H", "H", "H", "H", "S", "C", "N", "C", "C", "C", "C", "C", "C", "S", "H", "H", "H", "H", "N", "C", "N", "S", "H", "H", "H", "H"],
  "xyz": [[0.3367, -0.3894, -0.6792], [0.7214, -3.1729, -2.3870], [-0.1110, -2.3495, -1.5794], [-1.2829, -2.8985, -1.0858], [-1.7361, -4.1545, -1.4504], [-2.9267, -4.6272, -0.9124], [-3.6499, -3.8490, -0.0232], [-3.1838, -2.5941, 0.3371], [-1.9973, -2.1108, -0.1855], [-1.4303, -0.8348, 0.1297], [-1.9953, -0.2581, 1.1135], [-1.5805, 0.9267, 1.6074], [-0.4543, 1.6790, 1.1638], [0.2603, 1.3646, 0.1433], [-0.0956, 2.8694, 1.8831], [-0.8313, 3.2980, 2.9278], [-2.0012, 2.6042, 3.3782], [-2.7593, 3.1032, 4.4527], [-3.8789, 2.4413, 4.8824], [-4.2615, 1.2553, 4.2399], [-3.5323, 0.7544, 3.1882], [-2.3820, 1.4199, 2.7309], [0.9909, -4.0880, -1.8581], [1.6198, -2.5927, -2.5847], [0.2259, -3.4119, -3.3280], [-1.1850, -4.7667, -2.1478], [-3.2822, -5.6081, -1.1963], [-4.5794, -4.2158, 0.3890], [-3.7322, -1.9720, 1.0298], [0.7797, 3.4063, 1.5439], [-0.5388, 4.1990, 3.4558], [-2.4447, 4.0219, 4.9332], [-4.4632, 2.8291, 5.7056], [-5.1447, 0.7273, 4.5752], [-3.8385, -0.1593, 2.7010], [1.5170, -2.5278, 1.2297], [2.6516, -1.4229, 0.7200], [2.4215, -0.5246, -0.2638], [3.4197, 0.3835, -0.3492], [3.4138, 1.5190, -1.1895], [4.4957, 2.3507, -1.1571], [5.5979, 2.0888, -0.3055], [5.6188, 1.0032, 0.5353], [4.5129, 0.1481, 0.5205], [4.1991, -1.2271, 1.4850], [2.5482, 1.7317, -1.8009], [4.5105, 3.2349, -1.7795], [6.4359, 2.7725, -0.3044], [6.4560, 0.8235, 1.1948], [0.2089, 1.5578, -5.1427], [0.5458, 0.7766, -4.1109], [1.7727, 0.2281, -4.1488], [-0.5610, 0.4915, -2.8714], [0.8224, 1.7292, -5.9203], [-0.7012, 1.9852, -5.1432], [2.4222, 0.4038, -4.8964], [2.0559, -0.3722, -3.3954]],
  "forces_ev_per_angstrom": [[-0.42, 0.63, -0.48], [-0.03, 0.07, 0.01], [-0.03, -0.07, 0.18], [0.14, -0.16, -0.19], [-0.03, 0.03, 0.02], [0.01, 0.01, 0.01], [0.03, 0.02, -0.01], [-0.15, -0.01, 0.09], [0.22, 0.31, -0.12], [-0.05, -0.60, 0.27], [0.06, 0.39, -0.16], [-0.22, -0.14, 0.31], [0.03, 0.09, -0.17], [0.20, -0.21, 0.22], [-0.10, -0.08, -0.09], [-0.03, 0.05, 0.10], [0.06, 0.12, 0.03], [0.03, 0.01, 0.00], [-0.04, -0.06, -0.02], [0.00, 0.04, 0.03], [0.03, -0.03, -0.03], [0.08, -0.07, -0.12], [0.01, 0.00, 0.00], [0.01, -0.02, 0.00], [0.01, -0.01, -0.01], [0.01, -0.01, -0.01], [-0.01, 0.00, 0.00], [0.00, 0.00, 0.01], [-0.01, -0.03, -0.02], [0.01, -0.02, -0.04], [-0.02, 0.00, -0.01], [0.01, 0.00, -0.01], [0.00, -0.01, 0.00], [0.00, 0.00, -0.01], [-0.01, 0.01, 0.02], [0.10, -0.10, 0.07], [-0.05, 0.06, -0.20], [-0.06, -0.24, 0.35], [-0.06, 0.10, -0.21], [0.03, -0.05, 0.05], [0.07, 0.00, 0.03], [-0.04, 0.02, -0.03], [-0.04, -0.01, -0.04], [0.04, 0.06, -0.03], [0.07, -0.07, 0.11], [-0.05, -0.03, -0.03], [0.02, 0.01, 0.01], [0.00, 0.01, -0.02], [0.00, -0.01, 0.01], [-0.10, 0.03, 0.09], [0.12, -0.11, -0.17], [-0.04, 0.04, 0.17], [0.21, 0.02, 0.06], [0.00, -0.03, -0.02], [0.02, 0.01, -0.01], [0.00, 0.01, 0.00], [0.00, 0.01, -0.03]],
  "lowdin_charge": [0.5476, -0.0587, -0.2691, -0.2306, -0.0106, -0.0645, -0.0672, -0.0033, -0.1778, -0.0289, 0.1105, -0.1248, -0.3000, -0.1343, 0.0007, 0.0002, -0.1731, -0.0313, -0.0743, -0.0654, -0.0236, -0.0972, 0.1036, 0.0803, 0.1075, 0.1092, 0.1114, 0.1101, 0.1031, 0.1169, 0.1221, 0.1150, 0.1063, 0.1071, 0.0937, 0.8254, -1.0968, -0.0311, -0.2932, -0.0027, -0.0453, -0.0399, -0.0636, -0.4448, 1.1144, 0.1049, 0.1153, 0.1181, 0.1202, 0.1059, -0.8872, 0.1118, 0.7667, 0.1167, 0.1048, 0.1180, 0.0718]
}

***

[3]
{
  "formula": "C4H15N4",
  "method": "ωB97M-V with the def2-TZVPD basis set",
  "relative_energy_kcal_mol": 103.81,
  "energy_ha": -380.0718,
  "total_charge": 1,
  "symbols": ["C", "C", "C", "C", "N", "N", "N", "N", "H", "H", "H", "H", "H", "H", "H", "H", "H", "H", "H", "H", "H", "H", "H"],
  "xyz": [[1.4591, 1.7977, 0.3308], [2.4619, -1.6079, -1.0501], [-0.7352, 0.5648, 0.4114], [0.3729, 1.0411, 1.0930], [3.0671, -2.4682, -1.9304], [-1.8602, 0.0143, 0.9771], [0.4308, 1.0415, 2.4654], [-4.0766, -0.0775, -0.9343], [1.9143, 1.1916, -0.3290], [1.0823, 2.7812, -0.0105], [2.3166, 1.9560, 0.9438], [2.7353, -1.7554, -0.0449], [1.7486, -0.7967, -1.3519], [-0.7891, 0.4677, -0.7131], [2.7806, -2.4045, -2.9883], [3.3449, -3.2721, -1.5604], [-2.0019, -0.0601, 1.9660], [-2.5621, -0.2346, 0.4008], [0.2699, 0.1288, 2.8184], [1.0883, 1.5050, 3.0695], [-3.8692, 0.7265, -1.5755], [-4.3269, -0.7885, -1.6653], [-4.8515, 0.2494, -0.3226]],
  "forces_ev_per_angstrom": [[-2.24, 1.76, 2.77], [-0.48, 0.51, -1.58], [-1.72, -1.81, -0.42], [1.24, 1.73, -0.26], [-3.35, 5.42, -3.98], [4.77, 1.82, 1.85], [-0.59, -0.91, -0.47], [0.13, 0.80, -1.67], [0.88, -1.98, -3.39], [0.38, -0.73, -0.34], [0.34, 0.57, 1.16], [0.05, 0.04, 1.09], [1.09, -1.08, 0.11], [0.48, 0.58, 1.45], [0.94, -0.53, 3.10], [1.67, -4.23, 1.32], [0.09, 0.19, 0.25], [-3.25, -1.12, -2.63], [-0.72, -0.75, 0.79], [0.47, 0.49, -0.79], [-0.18, -0.60, 1.09], [-0.38, 0.59, 1.60], [0.38, -0.79, -1.05]],
  "lowdin_charge": [-0.0078, -0.0521, -0.0671, -0.3044, 0.0308, 0.1614, 0.1518, -0.0185, 0.0112, 0.1152, 0.0784, 0.0368, 0.0492, 0.1541, 0.1684, 0.0261, 0.1136, -0.0158, 0.0986, 0.1201, 0.0459, 0.0541, 0.0499]
}

***

[4]
{
  "formula": "C5H13NO",
  "method": "ωB97M-V with the def2-TZVPD basis set",
  "relative_energy_kcal_mol": 47.21,
  "energy_ha": -328.2436,
  "symbols": ["C", "N", "C", "C", "C", "C", "H", "H", "H", "H", "H", "H", "H", "H", "H", "H", "H", "H", "H", "O"],
  "xyz": [[-0.6553, -0.2854, -2.6347], [-0.0698, 0.5192, -1.5811], [0.2683, -0.1398, -0.3576], [-0.6090, -0.1530, 0.6376], [-0.3583, -0.8663, 1.9576], [1.6571, -0.6926, -0.3093], [-1.2931, 0.2766, -3.3140], [0.0977, -0.7800, -3.2647], [-1.1423, -1.1303, -2.1542], [-0.1722, 1.5146, -1.6164], [-1.5993, 0.2640, 0.5097], [-0.3405, -1.9548, 1.9124], [0.6074, -0.5351, 2.3387], [-1.1318, -0.5532, 2.6607], [1.8316, -1.5858, -0.9012], [1.9579, -0.8403, 0.7428], [2.3987, 0.1016, -0.4525], [-0.2774, 1.7508, 2.4739], [-1.0289, 2.6170, 1.4998], [-0.1410, 2.4727, 1.8525]],
  "forces_ev_per_angstrom": [[0.89, -0.46, 0.13], [0.05, -0.19, -0.41], [-0.28, 0.97, -0.77], [0.21, -1.43, 0.39], [-0.04, 0.94, -0.16], [0.66, 0.68, 1.96], [-0.25, 0.01, 0.29], [0.19, 0.25, -0.11], [-0.78, 0.03, -0.15], [-0.13, -0.01, 0.23], [0.05, 0.16, -0.25], [-0.10, 0.02, -0.19], [0.04, -0.14, 0.28], [0.06, -0.21, 0.19], [0.12, 0.09, -0.13], [-0.51, -0.96, -0.20], [-0.25, -0.03, -1.22], [0.17, -0.04, 0.03], [0.23, 0.07, -0.05], [-0.34, 0.22, 0.14]],
  "lowdin_charge": [-0.1248, -0.0923, -0.3750, -0.1321, -0.1044, -0.0374, 0.0744, 0.0657, 0.0729, 0.1062, 0.1046, 0.0782, 0.0643, 0.0653, 0.0811, 0.0658, 0.0845, 0.0156, 0.0406, -0.0532]
}